(1)
{
  "formula": "C3H5NS",
  "method": "ωB97M-V/def2-TZVPD",
  "homo_lumo_gap_ev": 9.12,
  "smiles": "C=CNC=S",
  "energy_ha": -570.213546,
  "charge": 0,
  "e_above_lowest_ev": 0.571,
  "symbols": ["C", "C", "N", "C", "S", "H", "H", "H", "H", "H"],
  "positions_angstrom": [[-0.654680, -1.214749, -1.306949], [0.008384, -0.354919, -0.555819], [-0.222094, 0.295358, 0.636813], [0.711268, 1.064314, 1.216073], [0.427060, 2.146079, 2.367918], [-0.229817, -1.460875, -2.267070], [-1.584253, -1.766796, -1.024951], [0.936683, -0.099670, -0.989178], [-1.126982, 0.440153, 1.035140], [1.734431, 0.951104, 0.888023]],
  "atomic_forces_ev_per_a": [[-1.73, -1.10, 0.61], [0.26, -0.33, -0.74], [0.09, -0.16, 0.14], [0.45, 0.18, 0.08], [-0.30, 0.60, 0.85], [0.08, -0.14, 0.04], [0.72, 0.88, -0.24], [1.05, 0.69, -0.16], [-0.70, -0.27, -0.07], [0.07, -0.35, -0.52]]
}


(2)
{
  "formula": "C21H30BN3O2ReSe5",
  "method": "ωB97M-V/def2-TZVPD",
  "homo_lumo_gap_ev": [5.02, 5.10],
  "energy_ha": -13243.340347,
  "charge": 0,
  "e_above_lowest_ev": 1.878,
  "multiplicity": 2,
  "s_squared": 0.77,
  "symbols": ["Re", "C", "C", "C", "C", "C", "C", "C", "C", "C", "C", "H", "H", "H", "H", "H", "H", "H", "H", "H", "H", "H", "H", "H", "H", "H", "Se", "Se", "Se", "Se", "Se", "N", "C", "C", "C", "C", "N", "C", "N", "H", "H", "H", "C", "C", "C", "O", "B", "O", "C", "C", "C", "H", "H", "H", "H", "H", "H", "H", "H", "H", "H", "H", "H"],
  "positions_angstrom": [[-0.477934, 0.600567, -0.529986], [-1.540574, -0.684258, 2.337691], [-1.129432, 0.634704, 2.532428], [-1.615084, 1.445196, 1.469901], [-2.365337, 0.600077, 0.584395], [-2.261282, -0.738379, 1.137738], [-3.068290, -1.905751, 0.700719], [-3.676866, 1.014783, -0.046866], [-1.624611, 2.951005, 1.468640], [-0.292246, 1.081942, 3.681165], [-1.263939, -1.832273, 3.254437], [-2.509186, -2.838982, 0.744382], [-3.443690, -1.788598, -0.315125], [-3.943234, -2.009151, 1.352056], [-3.677906, 2.073131, -0.307286], [-4.504142, 0.851584, 0.651620], [-3.887746, 0.465738, -0.964672], [-1.320485, 3.385397, 0.518768], [-0.961061, 3.351845, 2.234665], [-2.627490, 3.329406, 1.691279], [0.039570, 2.114221, 3.579612], [0.595481, 0.453529, 3.803437], [-0.843950, 1.007666, 4.622044], [-1.268483, -2.786421, 2.725567], [-2.016371, -1.909319, 4.045225], [-0.298077, -1.737680, 3.757058], [1.308743, -0.011864, -2.092379], [1.703774, 1.949076, -3.381986], [-0.439649, 2.192960, -4.105034], [-1.396380, 2.263123, -1.907357], [2.716246, 3.110937, 1.489879], [3.597234, 1.815008, 2.340295], [2.952208, 0.693170, 2.104333], [3.289755, -0.629209, 2.566932], [2.493144, -1.645456, 2.166642], [1.345307, -1.418297, 1.305303], [1.001014, -0.243121, 0.882241], [1.798050, 0.822440, 1.278069], [1.479240, 2.005606, 0.828590], [4.155417, -0.780009, 3.196348], [2.688990, -2.667070, 2.460708], [0.748505, -2.258120, 0.970248], [-1.209868, -4.589467, -1.913180], [-0.780396, -3.251294, -2.490851], [0.548545, -3.406406, -3.218757], [-0.529819, -2.343371, -1.382981], [-1.113779, -1.117380, -1.678204], [-1.967011, -1.193469, -2.737114], [-1.890617, -2.511652, -3.335394], [-3.276509, -3.134657, -3.242374], [-1.530530, -2.301280, -4.797199], [-0.402353, -4.981787, -1.293646], [-1.408932, -5.317857, -2.700790], [-2.102214, -4.499286, -1.298524], [1.269944, -3.856165, -2.535055], [0.939042, -2.438770, -3.528831], [0.464022, -4.050529, -4.094811], [-3.619089, -3.225424, -2.214117], [-3.299184, -4.125719, -3.697568], [-3.984403, -2.501668, -3.777156], [-0.602908, -1.742793, -4.904498], [-2.324741, -1.728011, -5.275019], [-1.433234, -3.249867, -5.328652]],
  "atomic_forces_ev_per_a": [[-0.20, -0.35, 0.50], [0.01, -0.13, -0.05], [-0.03, 0.04, -0.01], [0.53, 0.19, -0.46], [-1.07, -0.25, 0.26], [0.12, 0.22, 0.06], [-0.16, -0.15, -0.31], [-0.01, 0.15, -0.13], [-0.24, 0.12, 0.16], [0.10, 0.08, 0.12], [0.08, -0.12, 0.08], [0.06, -0.06, 0.03], [0.05, 0.05, -0.03], [0.05, 0.01, 0.04], [0.04, -0.02, 0.00], [0.03, -0.05, 0.05], [0.03, -0.03, 0.00], [-0.01, -0.01, 0.06], [0.04, -0.02, -0.01], [-0.01, 0.00, 0.03], [0.01, 0.00, -0.03], [0.00, -0.04, -0.02], [-0.04, -0.01, -0.02], [0.00, 0.00, -0.04], [-0.02, 0.03, -0.02], [0.03, 0.02, -0.02], [0.46, 0.20, -0.31], [0.32, -0.18, 0.06], [-0.32, 0.00, 0.00], [-0.09, 0.35, -0.34], [-0.05, -0.37, -0.04], [-0.01, 0.14, 0.06], [0.16, -0.19, 0.09], [-0.06, 0.19, -0.10], [-0.35, 0.06, -0.26], [0.39, -0.06, 0.23], [0.20, 0.23, 0.16], [-0.52, -0.41, -0.48], [0.43, 0.53, 0.31], [0.01, 0.01, 0.01], [0.04, 0.02, 0.04], [-0.07, 0.04, -0.04], [0.04, -0.02, 0.01], [0.04, 0.07, 0.08], [0.02, -0.06, -0.05], [-0.23, -0.31, -0.05], [0.38, -0.03, 0.43], [-0.13, 0.02, -0.11], [-0.01, 0.09, 0.00], [-0.03, -0.01, -0.01], [0.01, -0.03, -0.10], [0.00, 0.01, 0.01], [0.01, 0.03, -0.04], [-0.03, 0.03, 0.05], [0.01, 0.01, 0.01], [-0.01, -0.05, 0.00], [-0.05, -0.03, 0.01], [0.02, 0.03, 0.09], [0.03, 0.00, -0.01], [0.02, 0.03, 0.00], [-0.01, 0.03, 0.03], [0.00, 0.03, 0.01], [-0.01, -0.03, 0.04]]
}


(3)
{
  "formula": "CH3NOP2S",
  "method": "ωB97M-V/def2-TZVPD",
  "homo_lumo_gap_ev": [7.54, 7.54],
  "energy_ha": -1250.758863,
  "charge": 0,
  "e_above_lowest_ev": 1.652,
  "symbols": ["C", "N", "O", "P", "P", "S", "H", "H", "H"],
  "positions_angstrom": [[0.578653, 0.508478, 1.229074], [0.137365, -0.637872, 0.697961], [-1.247716, 1.154533, -0.329261], [-0.287278, 1.992380, 0.787285], [-1.114640, -0.487788, -0.317859], [-2.123253, -1.547405, -1.508073], [1.244628, 0.592441, 2.106857], [1.177429, -0.744411, -1.627572], [1.634813, -0.830357, -1.038412]],
  "atomic_forces_ev_per_a": [[-1.65, 2.67, 0.50], [-1.07, -1.45, -0.44], [-0.36, -1.13, 0.10], [0.92, -1.73, -0.26], [1.42, 2.39, 1.22], [0.33, -0.03, 0.26], [-0.02, -0.70, -0.78], [0.52, -0.06, -0.06], [-0.09, 0.02, -0.55]]
}


(4)
{
  "formula": "C5H7N",
  "method": "ωB97M-V/def2-TZVPD",
  "homo_lumo_gap_ev": 7.59,
  "energy_ha": -249.229304,
  "charge": 0,
  "e_above_lowest_ev": 6.638,
  "symbols": ["C", "C", "C", "C", "N", "C", "H", "H", "H", "H", "H", "H", "H"],
  "positions_angstrom": [[0.349393, -0.766610, 1.401693], [-0.688047, -0.741908, 0.283150], [-0.077621, 0.518166, 0.840235], [-0.535539, 1.166823, -1.223861], [0.721015, 0.676492, -0.542407], [-0.230966, -0.310522, -1.089626], [-0.066771, -0.985069, 2.380797], [1.385260, -1.041808, 1.251534], [-1.691292, -1.127188, 0.451752], [-0.626950, 1.337294, 1.333120], [-0.322375, 1.616316, -2.181334], [1.665668, 0.636021, -0.999408], [0.060405, -0.983023, -1.897817]],
  "atomic_forces_ev_per_a": [[0.21, -0.51, 0.11], [-0.17, 0.03, -0.11], [1.56, -0.25, 0.32], [-0.86, 0.10, -1.42], [-1.30, 0.75, 0.84], [-0.44, -0.11, -0.28], [0.09, -0.17, -0.14], [-0.07, -0.34, 0.08], [0.17, 0.39, 0.16], [1.05, -0.19, -0.75], [0.48, -0.34, -0.73], [-0.89, 0.49, 1.71], [0.17, 0.15, 0.21]]
}


(5)
{
  "formula": "C4H8OS",
  "method": "ωB97M-V/def2-TZVPD",
  "homo_lumo_gap_ev": 9.37,
  "smiles": "CSC[C@H]1CO1",
  "energy_ha": -630.504340,
  "charge": 0,
  "e_above_lowest_ev": 3.553,
  "symbols": ["C", "S", "C", "C", "C", "O", "H", "H", "H", "H", "H", "H", "H", "H"],
  "positions_angstrom": [[-2.371928, 0.799400, -0.080166], [-1.455221, -0.567485, 0.320911], [0.128484, -0.542131, -0.613760], [1.173439, 0.529302, -0.212110], [2.014585, 0.268299, 0.834349], [2.424369, -0.075322, -0.495105], [-1.790451, 1.805398, -0.272899], [-2.748384, 0.714051, -1.038487], [-3.412697, 0.903922, 0.384035], [0.671712, -1.548587, -0.575428], [0.114924, -0.376309, -1.773633], [0.841650, 1.481360, -0.462953], [2.461063, 1.089371, 1.381138], [2.083291, -0.716082, 1.614610]],
  "atomic_forces_ev_per_a": [[-1.03, 4.40, -1.04], [1.88, -2.71, 1.12], [0.82, 0.41, -2.16], [-3.88, -3.87, -1.48], [2.93, -3.63, 5.27], [1.19, 1.99, -0.01], [-1.09, -1.58, 1.46], [-0.60, -0.66, -2.60], [2.00, -0.05, 0.59], [-1.20, 1.24, 0.62], [-0.94, -0.36, 1.83], [0.38, 1.96, -0.78], [0.56, 0.27, -0.47], [-1.04, 2.59, -2.35]]
}